(1)
C8H7N3OS | ωB97M-V with the def2-TZVPD basis set

Cartesian coordinates (Å):
C  -2.292898  -1.169578  -0.504436
C  1.459182  0.817090  0.286336
C  3.219521  0.764312  2.066397
N  -1.808280  -1.995492  0.435139
C  1.115801  0.024362  1.363248
C  -1.688323  0.357613  -2.184739
H  -1.079481  1.933287  -3.536727
H  0.132518  -0.486974  1.557500
H  -2.293866  -2.642537  1.062729
H  -0.815669  -1.771310  0.739596
C  0.677999  1.189949  -0.776914
H  -2.526110  0.064689  -2.872558
S  3.027142  1.527413  0.417032
H  4.019798  0.836411  2.845345
C  -0.841407  1.334941  -2.661560
C  2.156682  -0.035558  2.329909
N  -1.336257  -0.400119  -1.159858
H  2.120003  -0.667324  3.154013
O  -3.507375  -1.120252  -0.697477
N  0.261019  1.439076  -1.862974

Cartesian forces (eV/Å) of the 3 atoms listed first:
C -2.4 0.4 -1.0
C 0.5 -0.6 1.6
C 0.2 0.1 -0.5

LUMO (spin up / spin down) = -0.767 / -0.767 eV
2S+1 = 1
Electronic energy = -946.6403 Eh
HOMO-LUMO gap (spin up / spin down) = 6.88 / 6.88 eV
Energy relative to the best compared isomer or geometry (same formula, charge and spin) = 120.4 kJ/mol

(2)
H24O12 | ωB97M-V with the def2-TZVPD basis set

Cartesian coordinates (Å):
H  3.484259  0.185864  -0.690463
H  -1.583293  2.250542  1.949986
O  3.387850  0.721678  0.104898
H  0.364408  -1.087359  -2.099194
H  -2.260192  2.798996  0.704577
O  -0.554726  4.004947  -0.753910
O  3.283945  -1.904004  1.452478
H  0.029652  1.998610  -4.621530
H  3.070210  1.342523  4.243839
H  0.844345  -0.470555  0.423381
O  -2.003740  1.972269  1.128537
H  -3.564641  -1.198405  2.471385
O  -3.815073  -0.274455  2.583580
O  1.150945  -2.725122  2.607953
H  -3.701656  0.107493  1.705946
O  0.886761  -1.470436  -2.812909
H  -1.371919  -0.955057  -2.434241
O  0.725396  1.394560  -4.338592
H  -3.600383  -1.580260  -1.543572
H  -3.171063  -2.408720  -0.343832
H  4.012470  -2.301572  0.962393
H  -1.394058  4.254469  -1.156714
H  2.468047  0.594461  0.363294
O  2.564740  0.864853  3.576515
H  -1.850682  -0.063132  -3.567949
H  0.055637  4.695058  -1.037097
H  3.339067  -2.309939  2.324928
H  0.260113  0.725538  -3.823899
O  0.227392  -0.004256  0.998640
H  0.396880  -2.699289  2.008195
O  -1.609220  -0.974609  -3.368208
O  -3.040508  -2.324419  -1.295061
H  0.472090  -1.132287  -3.614591
H  0.850916  -2.237095  3.383066
H  2.208511  0.105421  4.051230
H  -0.562481  0.103686  0.456940

Cartesian forces (eV/Å) of the 3 atoms listed first:
H 0.0 0.1 0.1
H 0.1 -0.2 -0.1
O -0.1 0.1 -0.4

LUMO = -0.404 eV
2S+1 = 1
Electronic energy = -917.1948 Eh
HOMO-LUMO gap = 9.79 eV
SMILES string = O.O.O.O.O.O.O.O.O.O.O.O
Energy relative to the best compared isomer or geometry (same formula, charge and spin) = 342.7 kJ/mol

(3)
C2H12BrMnO4 | ωB97M-V with the def2-TZVPD basis set

Cartesian coordinates (Å):
H  0.776506  -0.927449  -0.683634
H  0.130415  1.284089  -1.502485
O  1.726837  -0.947092  -0.841237
H  1.545871  0.875897  -1.888492
O  -1.588447  0.793592  -3.829029
H  -2.307977  0.200388  -3.602818
C  -0.621490  1.169903  2.997390
C  2.288376  -1.495526  0.348805
H  0.419116  0.884369  3.163356
O  0.880847  1.565723  -2.028809
O  -1.559352  0.127114  2.742375
H  1.794881  -2.438403  0.595533
H  3.331170  -1.780480  0.208178
H  2.298457  -0.780547  1.172984
Br  -1.611773  -0.555103  -0.541505
H  -0.971197  1.608162  3.933281
Mn  -3.284305  -2.486103  -1.372302
H  -1.153187  0.984615  -2.990099
H  -1.486604  -0.102102  1.809695
H  -0.608137  2.018949  2.308806

Cartesian forces (eV/Å) of the 3 atoms listed first:
H 0.2 0.0 -0.2
H 0.2 0.1 0.3
O 0.0 -0.1 0.2

Charge = +1
LUMO (spin up / spin down) = -8.960 / -8.852 eV
2S+1 = 6
⟨S²⟩ = 8.76
Electronic energy = -4108.9633 Eh
HOMO-LUMO gap (spin up / spin down) = 4.09 / 4.20 eV
Energy relative to the best compared isomer or geometry (same formula, charge and spin) = 0.0 kJ/mol

(4)
C5H5FeO4 | ωB97M-V with the def2-TZVPD basis set

Cartesian coordinates (Å):
C  -0.533011  -0.297874  -0.190371
H  -3.086627  0.386894  0.193357
C  -2.892970  -0.545461  0.771160
O  0.626624  -0.952686  -0.339500
C  -1.576170  -0.937893  0.548701
Fe  1.512018  1.777238  0.526366
H  -0.195805  1.002434  -1.833340
C  2.037997  -0.152249  0.002558
O  3.001687  -1.090577  -0.347785
H  2.958825  -1.797900  0.318656
H  -1.224781  -1.890599  0.983707
H  -1.770649  1.210494  -1.037032
C  -0.691495  1.064362  -0.841215
O  2.028234  0.070864  1.343769
O  -0.193873  2.152957  -0.099031

Cartesian forces (eV/Å) of the 3 atoms listed first:
C -0.7 0.8 0.3
H -0.2 -0.1 0.2
C 0.8 0.1 -0.4

Charge = -1
LUMO (spin up / spin down) = 1.937 / 1.057 eV
2S+1 = 7
⟨S²⟩ = 12.05
Electronic energy = -1757.9382 Eh
HOMO-LUMO gap (spin up / spin down) = 3.36 / 3.10 eV